Entry 1:
A structure of composition C22H41BrIrNP3S in a non-equilibrium geometry, computed with wB97M-V/def2-TZVPD.

The gap between HOMO and LUMO (alpha / beta) is 6.44 / 3.78 eV. Its energy relative to the best compared isomer or geometry (same formula, charge and spin) is 33.3 kcal per mole.

```
! wB97M-V def2-TZVPD RIJCOSX def2/J DEFGRID3
* xyz 4 6
Ir 0.179 0.892 -0.513
P -1.351 2.307 -1.023
P -1.654 -1.465 0.655
P 2.050 1.706 -1.496
H -0.635 -3.987 -2.312
C 0.283 -3.573 -2.762
C 1.357 -3.212 -2.047
H 1.431 -3.339 -0.957
C -2.314 2.062 -2.544
C -2.675 2.462 0.269
C -0.814 4.061 -1.069
C -0.910 -3.119 0.764
C -2.054 -1.130 2.406
C -3.244 -1.805 -0.147
C 3.298 0.419 -1.819
C 2.957 2.806 -0.338
C 1.929 2.684 -3.054
H 0.371 -3.594 -3.853
H 2.167 -2.605 -2.497
H -2.906 2.962 -2.742
H -3.008 1.224 -2.413
H -1.653 1.846 -3.389
H -3.312 3.326 0.028
H -2.225 2.647 1.256
H -3.294 1.552 0.325
H -1.709 4.685 -1.223
H -0.096 4.224 -1.882
H -0.351 4.315 -0.105
H -1.742 -3.793 1.008
H -0.165 -3.152 1.571
H -0.470 -3.421 -0.194
H -3.070 -1.489 2.609
H -1.995 -0.051 2.606
H -1.338 -1.661 3.043
H -3.676 -2.709 0.294
H -3.085 -1.975 -1.219
H -3.950 -0.972 -0.023
H 4.260 0.888 -2.055
H 2.965 -0.190 -2.665
H 3.418 -0.221 -0.937
H 3.728 3.367 -0.881
H 3.437 2.203 0.441
H 2.270 3.510 0.141
H 2.408 2.135 -3.879
H 2.421 3.663 -2.922
H 0.885 2.848 -3.347
C 1.133 -0.675 -5.616
C 0.553 -0.195 -6.824
C 0.724 -0.917 -7.991
C 1.489 -2.093 -8.018
C 2.125 -2.531 -6.832
C 1.971 -1.821 -5.642
S 0.668 0.009 -4.176
H -1.003 0.200 0.485
H -0.084 0.686 -6.776
H 0.242 -0.576 -8.909
H 1.559 -2.708 -8.919
H 2.736 -3.433 -6.831
H 2.401 -2.175 -4.699
Br 2.215 -2.702 3.426
C 1.892 -0.857 3.013
C 1.755 0.068 4.042
C 1.285 1.332 3.698
C 0.975 1.626 2.365
N 1.032 0.671 1.404
C 1.635 -0.505 1.682
H 1.959 -0.224 5.070
H 1.130 2.100 4.447
H 0.702 2.627 2.027
H 1.846 -1.158 0.845
*
```


Entry 2:
A structure of composition C22H41BrIrNP3Se in a non-equilibrium geometry, computed with wB97M-V/def2-TZVPD.

The gap between HOMO and LUMO (alpha / beta) is 7.23 / 5.06 eV. Its energy relative to the best compared isomer or geometry (same formula, charge and spin) is 0.0 kcal per mole.

```
! wB97M-V def2-TZVPD RIJCOSX def2/J DEFGRID3
* xyz 3 5
Ir -0.084 -0.046 0.999
P 0.246 1.958 2.040
P -2.267 0.383 0.560
P 2.089 -0.232 0.425
H -1.414 -2.654 -3.786
C -0.756 -3.363 -3.253
C -0.392 -3.030 -2.015
H -0.669 -2.022 -1.652
C 0.394 3.396 0.868
C -1.044 2.436 3.300
C 1.765 2.069 3.124
C -2.940 -0.669 -0.768
C -3.246 -0.053 2.071
C -2.882 2.027 0.057
C 2.367 -1.501 -0.862
C 3.081 -0.830 1.877
C 2.992 1.207 -0.240
H -0.510 -4.316 -3.744
H 0.124 -3.729 -1.365
H 0.607 4.303 1.447
H -0.533 3.566 0.301
H 1.198 3.266 0.133
H -0.775 3.336 3.874
H -1.107 1.604 4.011
H -2.025 2.595 2.848
H 1.821 2.982 3.746
H 2.672 2.034 2.504
H 1.767 1.207 3.807
H -3.985 -0.382 -0.965
H -2.902 -1.700 -0.397
H -2.385 -0.627 -1.717
H -4.328 -0.188 1.936
H -3.091 0.743 2.810
H -2.842 -0.970 2.502
H -3.964 1.946 -0.087
H -2.442 2.333 -0.893
H -2.702 2.820 0.784
H 3.452 -1.648 -0.996
H 1.913 -1.200 -1.816
H 1.905 -2.448 -0.556
H 4.064 -1.231 1.581
H 2.524 -1.627 2.391
H 3.230 -0.006 2.587
H 3.972 0.855 -0.577
H 3.161 2.014 0.477
H 2.484 1.637 -1.108
C 0.365 2.048 -4.182
C 0.120 0.729 -3.799
C 0.407 -0.308 -4.724
C 0.819 0.011 -6.018
C 1.190 1.334 -6.342
C 0.961 2.351 -5.426
Se -0.156 3.698 -3.299
H -0.253 2.915 -2.077
H -0.326 0.516 -2.814
H 0.284 -1.347 -4.471
H 0.867 -0.741 -6.793
H 1.634 1.574 -7.292
H 1.132 3.417 -5.667
Br -1.226 -5.707 1.905
C -0.847 -3.983 2.808
C -0.685 -3.757 4.179
C -0.359 -2.486 4.620
C -0.172 -1.485 3.671
N -0.364 -1.674 2.359
C -0.605 -2.936 1.896
H -0.780 -4.616 4.849
H -0.178 -2.216 5.650
H 0.191 -0.497 3.881
H -0.564 -3.086 0.820
*
```


Entry 3:
A cluster of 6 separate species, C22H41ClF3O16S in total in a non-equilibrium geometry, computed with wB97M-V/def2-TZVPD.

The gap between HOMO and LUMO is 4.14 eV.

```
! wB97M-V def2-TZVPD RIJCOSX def2/J DEFGRID3
* xyz -1 1
C -3.504 -2.342 2.067
C -3.248 -1.202 1.076
C -3.127 0.219 1.708
Cl -3.046 0.166 3.577
C -4.118 1.265 1.260
S -3.525 1.854 -0.358
C -5.512 0.712 1.005
C -6.131 0.133 2.250
O -6.732 1.176 3.014
C -7.228 -0.895 1.988
F -7.079 -1.579 0.880
F -8.422 -0.375 1.980
F -7.230 -1.816 2.985
H -2.624 -2.485 2.669
H -4.379 -2.185 2.678
H -3.636 -3.273 1.520
H -2.277 -1.438 0.656
H -3.950 -1.240 0.254
H -2.161 0.594 1.435
H -3.010 3.056 -0.027
H -6.141 1.549 0.722
H -5.567 0.029 0.148
H -5.414 -0.349 2.900
H -6.243 1.221 3.841
C 0.756 1.722 3.463
O 1.353 0.691 2.669
C 2.410 1.076 1.966
O 2.893 2.182 1.947
O 2.862 0.022 1.277
C 4.001 0.310 0.472
H -0.092 1.279 3.978
H 1.466 2.098 4.198
H 0.396 2.532 2.832
H 4.835 0.639 1.091
H 3.763 1.068 -0.274
H 4.280 -0.609 -0.036
C 6.407 3.598 0.259
O 7.012 2.573 -0.536
C 8.071 2.971 -1.241
O 8.535 4.082 -1.256
O 8.528 1.923 -1.930
C 9.671 2.204 -2.740
H 5.565 3.144 0.776
H 7.111 3.980 0.996
H 6.041 4.407 -0.369
H 10.508 2.530 -2.126
H 9.436 2.958 -3.489
H 9.941 1.281 -3.245
C -1.002 -3.675 -4.118
O -2.325 -3.336 -4.533
C -3.263 -3.579 -3.611
O -3.073 -4.044 -2.518
O -4.443 -3.212 -4.112
C -5.542 -3.403 -3.217
H -0.342 -3.433 -4.947
H -0.711 -3.092 -3.247
H -0.928 -4.740 -3.902
H -5.412 -2.806 -2.316
H -5.650 -4.455 -2.960
H -6.433 -3.069 -3.740
C -9.846 -2.411 3.941
O -10.427 -2.074 5.214
C -10.192 -2.952 6.179
O -9.562 -3.974 6.082
O -10.784 -2.509 7.299
C -10.609 -3.362 8.426
H -10.114 -1.622 3.251
H -8.767 -2.466 4.010
H -10.255 -3.354 3.577
H -9.553 -3.460 8.676
H -11.043 -4.343 8.239
H -11.130 -2.895 9.258
C 10.698 4.333 -7.386
O 12.033 3.877 -7.619
C 12.514 3.078 -6.667
O 11.929 2.731 -5.674
O 13.757 2.729 -7.006
C 14.400 1.865 -6.067
H 10.432 4.968 -8.226
H 10.008 3.493 -7.340
H 10.646 4.915 -6.468
H 13.855 0.928 -5.970
H 14.492 2.351 -5.098
H 15.393 1.661 -6.459
*
```


Entry 4:
A structure of composition C22H41F9InNOPS2 in a non-equilibrium geometry, computed with wB97M-V/def2-TZVPD.

The gap between HOMO and LUMO is 6.10 eV.

```
! wB97M-V def2-TZVPD RIJCOSX def2/J DEFGRID3
* xyz -1 1
C 4.940 -4.271 -0.255
C 3.576 -3.692 -0.607
C 3.660 -2.508 -1.601
C 2.336 -1.740 -1.466
N 2.087 -0.753 -2.554
C 0.685 -0.785 -2.999
C -0.343 -0.679 -1.841
C -1.556 0.170 -2.178
C -2.389 0.560 -0.919
In -2.186 -0.764 0.886
P -1.946 0.633 3.018
C -1.290 -0.611 4.268
C -3.624 1.243 3.611
C -4.031 -2.127 1.067
F -5.013 -1.845 0.160
F -4.593 -1.830 2.291
C -3.799 -3.636 1.120
F -4.943 -4.313 1.329
F -2.994 -3.868 2.157
C -3.099 -4.255 -0.116
F -1.802 -4.033 -0.159
F -3.255 -5.593 -0.006
C -3.696 -3.872 -1.498
F -4.994 -3.944 -1.534
F -3.247 -4.761 -2.384
F -3.274 -2.697 -1.877
C 2.545 0.489 -2.290
S 1.674 1.875 -2.379
S 4.285 0.638 -1.830
C 4.237 1.763 -0.407
C 4.195 1.057 0.965
C 5.196 -0.115 1.071
H 4.794 -4.991 0.555
H 5.385 -4.837 -1.071
H 5.619 -3.524 0.146
H 3.172 -3.267 0.318
H 2.855 -4.441 -0.929
H 4.514 -1.924 -1.288
H 3.769 -2.935 -2.598
H 2.385 -1.192 -0.525
H 1.565 -2.497 -1.441
H 0.544 -1.774 -3.448
H 0.483 -0.088 -3.801
H 0.168 -0.187 -1.018
H -0.663 -1.685 -1.588
H -1.229 1.103 -2.643
H -2.175 -0.328 -2.928
H -3.449 0.575 -1.180
H -2.132 1.582 -0.649
H -0.711 -1.783 0.879
H -2.063 -0.921 4.972
H -0.438 -0.195 4.801
H -0.933 -1.513 3.772
H -4.409 0.983 2.911
H -3.544 2.317 3.751
H -3.800 0.834 4.607
H 5.125 2.387 -0.492
H 3.386 2.438 -0.456
H 4.413 1.822 1.710
H 3.170 0.717 1.098
H 6.034 0.096 0.412
H 5.532 -0.202 2.099
H 4.686 -1.020 0.767
C 0.394 4.613 -0.485
C -0.961 4.772 -1.151
O -2.045 4.327 -0.359
C -2.227 4.982 0.880
C -2.501 6.472 0.752
H 0.538 3.585 -0.149
H 1.193 4.868 -1.183
H 0.496 5.262 0.388
H -0.988 4.163 -2.057
H -1.118 5.810 -1.469
H -1.372 4.798 1.540
H -3.086 4.499 1.346
H -1.638 7.012 0.357
H -2.743 6.898 1.727
H -3.339 6.651 0.074
*
```


Entry 5:
The ion C22H41N2O with charge +1 in a non-equilibrium geometry, computed with wB97M-V/def2-TZVPD.

The gap between HOMO and LUMO is 10.30 eV. The SMILES is CCCCCCCCCCCCCCCCn1cc[n+](CC(C)=O)c1. Its energy relative to the best compared isomer or geometry (same formula, charge and spin) is 5.4 kcal per mole.

```
! wB97M-V def2-TZVPD RIJCOSX def2/J DEFGRID3
* xyz 1 1
C -2.180 -4.103 -0.252
C -3.202 -3.725 0.814
C -4.066 -2.523 0.428
C -3.269 -1.227 0.293
C -4.176 -0.014 0.093
C -3.404 1.296 -0.086
C -2.760 1.431 -1.467
C -1.975 2.733 -1.645
C -0.657 2.751 -0.872
C 0.148 4.022 -1.142
C 1.279 4.296 -0.147
C 2.487 3.355 -0.222
C 2.345 2.009 0.496
C 2.144 2.159 2.004
C 2.255 0.849 2.785
H 2.326 1.087 3.847
H 3.172 0.329 2.501
C 1.055 -0.094 2.620
N 1.079 -0.812 1.365
C 1.985 -1.719 1.016
N 1.728 -2.147 -0.220
C 0.631 -1.479 -0.677
C 0.221 -0.649 0.322
H -0.612 0.024 0.354
H 0.228 -1.634 -1.657
C 2.608 -2.988 -0.979
H 2.741 -3.954 -0.482
H 2.195 -3.159 -1.973
C 4.001 -2.310 -1.069
O 4.258 -1.389 -0.347
C 4.907 -2.906 -2.088
H 4.652 -2.495 -3.065
H 5.938 -2.639 -1.872
H 4.796 -3.985 -2.139
H 2.786 -2.066 1.638
H 0.125 0.474 2.666
H 1.057 -0.828 3.431
H 2.907 2.839 2.383
H 1.173 2.612 2.211
H 1.517 1.455 0.058
H 3.259 1.435 0.319
H 3.347 3.871 0.209
H 2.717 3.166 -1.272
H 1.644 5.305 -0.352
H 0.873 4.308 0.866
H 0.557 3.984 -2.154
H -0.537 4.872 -1.101
H -0.073 1.878 -1.175
H -0.860 2.685 0.199
H -1.757 2.871 -2.706
H -2.596 3.573 -1.326
H -2.096 0.585 -1.663
H -3.555 1.399 -2.215
H -2.647 1.374 0.699
H -4.093 2.130 0.049
H -4.810 -0.177 -0.780
H -4.831 0.078 0.962
H -2.586 -1.313 -0.553
H -2.675 -1.084 1.202
H -4.576 -2.732 -0.513
H -4.832 -2.387 1.195
H -2.686 -3.513 1.754
H -3.858 -4.579 0.986
H -1.437 -3.317 -0.380
H -2.674 -4.270 -1.206
H -1.663 -5.018 0.029
*
```


Entry 6:
The molecule C22H42BrCl2N2O2PS2 in a non-equilibrium geometry, computed with wB97M-V/def2-TZVPD.

The gap between HOMO and LUMO is 8.17 eV. The SMILES is [H]/N=C/CP(Br)(CCCCOC=O)(CCCCN(CCCC)C(=S)SCCC)[C@@H](Cl)[C@H](C)Cl.

```
! wB97M-V def2-TZVPD RIJCOSX def2/J DEFGRID3
* xyz 0 1
C -2.183 -4.310 4.441
C -0.901 -3.672 4.990
C 0.402 -3.927 4.199
C 0.311 -4.255 2.721
N 0.233 -3.061 1.837
C 0.673 -3.362 0.463
C 1.811 -2.395 0.074
C 1.607 -1.729 -1.295
C 2.338 -0.376 -1.348
P 1.301 0.929 -2.139
Br 2.612 0.531 -4.219
C -0.127 0.273 -3.120
C -0.526 1.073 -4.322
N -0.258 2.300 -4.464
C 1.987 2.632 -2.160
C 3.462 2.676 -1.728
C 3.909 4.102 -1.433
C 3.224 4.764 -0.254
O 2.093 5.523 -0.751
C 1.357 6.123 0.210
O 1.073 5.633 1.309
C 0.263 1.090 -0.519
Cl 1.310 1.751 0.784
C -1.160 1.764 -0.588
C -1.400 2.826 -1.646
Cl -1.682 2.468 1.003
C -1.016 -2.411 1.873
S -1.203 -1.070 2.767
S -2.379 -3.048 0.908
C -3.084 -1.526 0.209
C -4.327 -1.046 0.965
C -5.216 -0.222 0.043
H -2.726 -3.596 3.831
H -2.017 -5.245 3.920
H -2.835 -4.540 5.279
H -1.063 -2.616 5.160
H -0.746 -4.093 5.981
H 0.983 -4.680 4.721
H 0.997 -3.018 4.253
H 1.252 -4.721 2.448
H -0.463 -4.984 2.477
H -0.125 -3.238 -0.260
H 1.009 -4.390 0.369
H 2.781 -2.884 0.099
H 1.838 -1.629 0.843
H 1.969 -2.390 -2.075
H 0.535 -1.606 -1.434
H 2.689 -0.054 -0.377
H 3.214 -0.505 -1.966
H -0.992 0.008 -2.514
H 0.247 -0.662 -3.531
H -1.057 0.523 -5.099
H -0.603 2.651 -5.352
H 1.965 2.959 -3.191
H 1.444 3.334 -1.541
H 3.618 2.062 -0.845
H 4.107 2.280 -2.505
H 4.973 4.073 -1.210
H 3.788 4.745 -2.300
H 2.915 4.065 0.513
H 3.903 5.481 0.202
H 1.029 7.136 -0.059
H 0.088 0.071 -0.184
H -1.879 0.966 -0.714
H -2.175 3.494 -1.289
H -0.547 3.435 -1.907
H -1.812 2.367 -2.537
H -2.333 -0.745 0.267
H -3.311 -1.702 -0.838
H -4.862 -1.907 1.353
H -4.014 -0.449 1.814
H -4.638 0.579 -0.413
H -5.594 -0.834 -0.773
H -6.056 0.209 0.574
*
```


For reference, calculated total energy by record: -5016.52792 -7020.42475 -3224.72570 -3219.48774 -1047.43065 -5755.52285 a.u..